{"formula": "C29H30CrN9O3P", "method": "ωB97M-V with the def2-TZVPD basis set", "homo_ev": [-8.509, -8.548], "mol_weight_g_mol": 635.6, "energy_ha": -3227.22922, "lumo_energy_ev": [-3.0530, -3.2355], "de_lowest_ev": 2.811, "total_charge": 1, "multiplicity": 4, "species": ["Cr", "C", "N", "C", "C", "N", "C", "P", "C", "N", "C", "C", "N", "C", "C", "N", "C", "C", "N", "C", "H", "H", "H", "H", "H", "H", "H", "H", "H", "H", "H", "H", "H", "H", "H", "C", "O", "C", "C", "C", "C", "C", "C", "N", "N", "C", "C", "C", "C", "O", "C", "N", "C", "C", "C", "C", "H", "H", "H", "H", "H", "H", "H", "H", "H", "H", "H", "H", "C", "O", "H", "H", "H"], "positions_angstrom": [[1.16617, -2.66708, -0.25121], [-2.66198, -0.78349, 3.16793], [-1.37831, -0.89450, 2.52877], [-0.21800, -0.29401, 2.90394], [0.74632, -0.71582, 2.03336], [0.18949, -1.56365, 1.13382], [-1.09806, -1.67306, 1.45682], [-2.32146, -2.50701, 0.37687], [-1.41090, -4.10267, 0.30393], [-0.13643, -4.18801, -0.10799], [0.03773, -5.45849, -0.56174], [-1.12563, -6.15693, -0.41815], [-2.03685, -5.30137, 0.11201], [-3.37939, -5.62110, 0.50109], [-1.56895, -1.90975, -1.15802], [-0.26749, -1.99983, -1.46838], [-0.15120, -1.56439, -2.74928], [-1.37672, -1.20600, -3.22456], [-2.26962, -1.43391, -2.22382], [-3.68209, -1.19057, -2.24081], [-2.56255, -0.22519, 4.09604], [-3.37183, -0.26900, 2.51746], [-3.05637, -1.77621, 3.38983], [-0.15914, 0.36801, 3.74387], [1.78610, -0.45098, 1.98778], [0.97332, -5.78732, -0.96905], [-1.36795, -7.17479, -0.64606], [-3.49697, -6.70290, 0.54242], [-3.58756, -5.19439, 1.48265], [-4.10120, -5.21502, -0.21151], [0.80708, -1.50511, -3.22883], [-1.67323, -0.80671, -4.17286], [-3.95520, -0.64203, -3.14022], [-4.23329, -2.13396, -2.21586], [-3.97000, -0.60497, -1.36417], [-2.42903, 5.76200, 1.51711], [-1.37301, 4.90991, 1.90597], [-0.16827, 5.04570, 1.29803], [0.85576, 4.22662, 1.78918], [2.08090, 4.18908, 1.17500], [2.33705, 5.01111, 0.06869], [1.35952, 5.92517, -0.33299], [0.10593, 5.91622, 0.24271], [3.52566, 4.96000, -0.63294], [4.12822, 3.91622, -0.90094], [3.67304, 2.64613, -0.91939], [4.54427, 1.60373, -0.56416], [4.10308, 0.31097, -0.43997], [2.75198, -0.05427, -0.66671], [2.34384, -1.24265, -0.50185], [1.84752, 0.99878, -1.09523], [0.55941, 0.67943, -1.25796], [-0.26546, 1.58878, -1.71658], [0.14907, 2.84916, -2.15427], [1.46602, 3.20313, -1.97502], [2.33654, 2.30946, -1.32821], [-3.25942, 5.52145, 2.17947], [-2.72915, 5.57529, 0.48106], [-2.15864, 6.81435, 1.64339], [0.65426, 3.61874, 2.65670], [2.86232, 3.54706, 1.55379], [1.56824, 6.58905, -1.15599], [-0.65460, 6.57884, -0.14247], [5.56340, 1.85684, -0.31458], [4.77471, -0.47111, -0.11975], [-1.30451, 1.29175, -1.78900], [-0.54593, 3.52413, -2.62877], [1.83030, 4.15053, -2.34541], [2.88908, -4.83445, 0.92539], [2.43716, -3.76700, 0.20417], [2.04612, -5.39450, 1.36481], [3.52770, -4.48493, 1.74878], [3.47907, -5.51849, 0.30187]]}

=====

{"formula": "C29H30F2N5O12S2", "method": "ωB97M-V with the def2-TZVPD basis set", "homo_ev": -5.947, "mol_weight_g_mol": 742.7, "energy_ha": -3295.54190, "lumo_energy_ev": 0.9905, "total_charge": -1, "multiplicity": 1, "species": ["O", "S", "O", "C", "C", "F", "N", "S", "O", "O", "C", "C", "C", "F", "H", "H", "H", "H", "H", "H", "H", "H", "H", "H", "C", "C", "C", "C", "C", "C", "N", "O", "O", "H", "H", "H", "H", "H", "C", "C", "C", "C", "C", "C", "N", "O", "O", "H", "H", "H", "H", "H", "C", "C", "C", "C", "C", "C", "N", "O", "O", "H", "H", "H", "H", "H", "C", "C", "C", "C", "C", "C", "N", "O", "O", "H", "H", "H", "H", "H"], "positions_angstrom": [[-0.06061, 2.27511, 0.54530], [1.33485, 2.49844, 0.23824], [1.75822, 3.87893, 0.37080], [2.29786, 1.58960, 1.44466], [2.18230, 0.08468, 1.31643], [0.87440, -0.36574, 1.48524], [1.86876, 1.77134, -1.08232], [1.23187, 2.21011, -2.46598], [0.12897, 3.14071, -2.37284], [0.94574, 1.02400, -3.25413], [2.50064, 3.07061, -3.39764], [3.37735, 4.04429, -2.60814], [4.63531, 3.44514, -1.98517], [4.47240, 2.97570, -0.69495], [3.33460, 1.84121, 1.22451], [1.98221, 1.92476, 2.43056], [2.54494, -0.24727, 0.35611], [2.80791, -0.37765, 2.08713], [3.11833, 2.30974, -3.87590], [1.93331, 3.57822, -4.17565], [3.75792, 4.76843, -3.33647], [2.80417, 4.60975, -1.87251], [4.98139, 2.61694, -2.60880], [5.40656, 4.21665, -1.93809], [-2.19564, 0.39632, 1.91354], [-3.03482, -0.19910, 0.97944], [-4.03046, -1.07090, 1.38730], [-4.17399, -1.33343, 2.73954], [-3.34542, -0.75668, 3.68811], [-2.35266, 0.11123, 3.26509], [-5.23838, -2.23636, 3.18169], [-5.94870, -2.74787, 2.34030], [-5.36607, -2.42273, 4.38206], [-1.42385, 1.07821, 1.57979], [-2.90739, 0.02304, -0.07103], [-4.68430, -1.53553, 0.66450], [-3.47068, -0.97970, 4.73758], [-1.69636, 0.57075, 3.99139], [-6.82926, -0.31354, 6.12471], [-6.72822, 0.94699, 6.70001], [-7.42749, 1.24109, 7.85957], [-8.21794, 0.25809, 8.42664], [-8.33569, -1.00113, 7.86604], [-7.63441, -1.28361, 6.70525], [-8.94713, 0.55718, 9.66829], [-8.84403, 1.67571, 10.13067], [-9.61119, -0.33169, 10.16337], [-6.28025, -0.54379, 5.22567], [-6.10055, 1.70130, 6.24553], [-7.35478, 2.21804, 8.31311], [-8.96202, -1.75071, 8.32559], [-7.70962, -2.26191, 6.25103], [-0.96688, -2.17576, -6.04380], [-0.42468, -2.70588, -7.20995], [0.52225, -1.99095, -7.92223], [0.91448, -0.75003, -7.44820], [0.38213, -0.20537, -6.29491], [-0.56723, -0.92720, -5.59069], [1.93699, 0.00004, -8.19390], [2.37166, -0.49975, -9.21618], [2.29191, 1.07197, -7.75294], [-1.70248, -2.74055, -5.48584], [-0.73838, -3.67941, -7.56229], [0.94897, -2.39440, -8.82801], [0.69248, 0.76356, -5.93181], [-0.98335, -0.50955, -4.68444], [8.31564, -3.08465, -1.85379], [7.20570, -3.24077, -2.67320], [6.02963, -2.56570, -2.38713], [5.98899, -1.73963, -1.28062], [7.08016, -1.57430, -0.44982], [8.25133, -2.25523, -0.74209], [4.74516, -1.00445, -0.98627], [3.80198, -1.18628, -1.72104], [4.74936, -0.26291, -0.02337], [9.23387, -3.60962, -2.08308], [7.25586, -3.88720, -3.53864], [5.16050, -2.67949, -3.01787], [7.02035, -0.92410, 0.41001], [9.11551, -2.13533, -0.10308]]}

=====

{"formula": "C29H30N3O2STa", "method": "ωB97M-V with the def2-TZVPD basis set", "homo_ev": -7.711, "mol_weight_g_mol": 665.6, "energy_ha": -1893.09106, "lumo_energy_ev": -0.1061, "de_lowest_ev": 0.217, "total_charge": 0, "multiplicity": 1, "species": ["Ta", "N", "C", "C", "O", "O", "H", "H", "H", "H", "S", "C", "C", "C", "C", "C", "C", "C", "C", "C", "N", "H", "H", "H", "H", "H", "H", "C", "C", "C", "C", "C", "C", "C", "C", "C", "C", "C", "C", "C", "C", "H", "H", "H", "H", "H", "H", "H", "H", "H", "H", "H", "C", "C", "C", "C", "N", "H", "H", "H", "H", "H", "H", "H", "H", "H"], "positions_angstrom": [[0.35446, -0.77144, -0.72674], [2.14248, -2.96412, 1.49212], [3.31265, -2.24526, 0.97999], [2.74190, -1.44162, -0.15947], [2.58395, -0.20529, -0.10504], [2.09335, -2.06087, -1.07973], [2.30150, -3.32335, 2.42309], [1.89103, -3.72975, 0.87997], [4.14698, -2.87632, 0.65985], [3.65886, -1.54590, 1.73722], [-3.39254, -3.16382, 0.82242], [-3.45913, -1.62307, 1.56406], [-2.42822, -0.82193, 1.17837], [-1.51623, -1.43756, 0.26053], [-1.94867, -2.71650, 0.00416], [-1.27187, -3.51231, -0.99825], [-1.57041, -4.82749, -1.34764], [-0.86923, -5.41864, -2.37725], [0.11167, -4.69207, -3.04148], [0.37333, -3.40534, -2.61865], [-0.29600, -2.82557, -1.61641], [-4.25899, -1.38546, 2.24753], [-2.30920, 0.18345, 1.55409], [-2.34903, -5.36035, -0.81936], [-1.09012, -6.43687, -2.67048], [0.66854, -5.11059, -3.86681], [1.13456, -2.80392, -3.09237], [0.71288, 2.55199, 5.79546], [1.27713, 1.29285, 5.64875], [1.12544, 0.60290, 4.45644], [0.43149, 1.15693, 3.37889], [-0.14646, 2.41673, 3.54832], [-0.00566, 3.10396, 4.74402], [0.30830, 0.35618, 2.14051], [0.25170, 0.75462, 0.86211], [0.34708, 2.19124, 0.50311], [-0.76599, 2.86940, 0.00493], [-0.69998, 4.21945, -0.30186], [0.49543, 4.91118, -0.14948], [1.61795, 4.23771, 0.31144], [1.54506, 2.89074, 0.63738], [0.82205, 3.09405, 6.72599], [1.82946, 0.84680, 6.46633], [1.55473, -0.38729, 4.34758], [-0.71500, 2.85925, 2.74238], [-0.46384, 4.07857, 4.85655], [0.28017, -0.71808, 2.33549], [-1.69429, 2.32538, -0.12864], [-1.58152, 4.73193, -0.66791], [0.55342, 5.96332, -0.39710], [2.55630, 4.76671, 0.42401], [2.41781, 2.36654, 1.00644], [-0.67572, -0.21911, -4.45675], [-0.77678, 0.75767, -3.28408], [-2.23792, 1.14173, -3.04822], [0.06790, 2.00084, -3.56361], [-0.27623, 0.10690, -2.09988], [-1.04876, 0.24346, -5.37326], [-1.26304, -1.11878, -4.26276], [0.36372, -0.51095, -4.61889], [-2.66217, 1.60998, -3.93913], [-2.31553, 1.84491, -2.21894], [-2.82827, 0.25747, -2.80276], [-0.31051, 2.52562, -4.44380], [1.10505, 1.71720, -3.75033], [0.04900, 2.68198, -2.71248]]}